(P)
Formula: C6H11N2P
Source: the OMol25 dataset
Level of theory: wB97M-V/def2-TZVPD

Properties
**HOMO**: -8.1049 eV
**Gap between HOMO and LUMO**: 8.589 eV

Positions of all 20 atoms, in Å:
C  1.572  -0.214  1.119
H  2.730  -0.032  1.241
H  1.262  -1.253  1.621
H  2.014  2.097  -0.482
H  -0.681  -2.072  0.977
H  -1.845  -0.003  1.755
H  -1.976  1.346  0.672
C  1.035  2.324  -0.063
H  -0.341  -3.433  -1.487
P  0.754  1.378  1.521
C  -1.438  0.461  0.882
H  0.343  2.137  -0.881
C  -0.555  -2.299  -1.221
H  1.493  -0.605  0.016
N  -1.152  -0.437  -0.119
C  -0.888  -1.823  -0.021
C  -1.017  -0.239  -1.466
N  -0.744  -1.316  -2.097
H  -1.546  0.635  -1.950
H  0.982  3.348  -0.018

natural (NBO) analysis output, partial charges in e: atom 1 (C): -1.032, atom 2 (H): 0.246, atom 3 (H): 0.256, atom 4 (H): 0.234, atom 5 (H): 0.203, atom 6 (H): 0.208, atom 7 (H): 0.210, atom 8 (C): -0.955, atom 9 (H): 0.220, atom 10 (P): 0.684, atom 11 (C): -0.299, atom 12 (H): 0.231, atom 13 (C): -0.084, atom 14 (H): 0.244, atom 15 (N): -0.389, atom 16 (C): -0.103, atom 17 (C): 0.168, atom 18 (N): -0.468, atom 19 (H): 0.196, atom 20 (H): 0.230

(Q)
Formula: C6H11N2P
Source: the OMol25 dataset
Level of theory: wB97M-V/def2-TZVPD

Properties
**HOMO (spin up / spin down)**: -8.0438 / -8.0452 eV
**Gap between HOMO and LUMO (spin up / spin down)**: 7.956 / 7.959 eV

Positions of all 20 atoms, in Å:
H  0.665  1.310  1.379
C  1.598  1.035  0.779
C  1.688  -0.783  -0.971
H  0.877  2.483  -1.411
H  2.140  0.400  1.459
H  -1.802  -0.137  2.612
H  2.674  -0.675  -1.524
H  -0.565  1.255  -1.270
H  2.144  1.996  0.630
H  -3.864  -2.071  1.616
N  -1.936  -0.451  -0.427
C  -0.959  -0.629  0.356
H  1.742  -1.504  -0.073
H  0.636  1.191  -2.519
P  -1.403  -1.414  1.888
N  -3.119  -1.156  -0.040
C  1.091  0.479  -0.461
C  -3.075  -1.630  1.162
C  0.461  1.434  -1.510
H  1.007  -1.133  -1.675

natural (NBO) analysis output, partial charges in e: atom 1 (H): 0.255, atom 2 (C): -0.724, atom 3 (C): -0.692, atom 4 (H): 0.218, atom 5 (H): 0.231, atom 6 (H): 0.035, atom 7 (H): 0.228, atom 8 (H): 0.282, atom 9 (H): 0.231, atom 10 (H): 0.200, atom 11 (N): -0.367, atom 12 (C): -0.156, atom 13 (H): 0.227, atom 14 (H): 0.222, atom 15 (P): 0.407, atom 16 (N): -0.245, atom 17 (C): 0.340, atom 18 (C): -0.216, atom 19 (C): -0.706, atom 20 (H): 0.230

Most stable: (P). Least stable: (Q).

(P)
Formula: H12NaO6
Source: the OMol25 dataset
Level of theory: wB97M-V/def2-TZVPD

Properties
**Net charge**: +1
**HOMO**: -15.1034 eV
**Gap between HOMO and LUMO**: 11.660 eV

Positions of all 19 atoms, in Å:
H  1.948  -1.525  1.709
H  0.496  -1.903  1.325
H  0.917  1.367  1.829
H  -2.361  -0.436  0.654
Na  0.258  0.164  -0.562
H  -1.116  -2.554  -0.342
H  2.755  0.517  -1.998
O  2.370  0.137  -1.223
H  -1.509  -1.594  -1.410
H  -1.710  1.638  -2.092
O  1.170  -1.283  1.159
H  0.620  2.407  0.825
H  -1.913  1.768  -0.538
H  -1.903  0.416  1.949
O  -1.259  1.671  -1.227
O  -1.695  0.159  1.009
O  1.174  1.629  1.000
O  -0.815  -1.771  -0.777
H  2.573  -0.806  -1.287

natural (NBO) analysis output, partial charges in e: atom 1 (H): 0.499, atom 2 (H): 0.474, atom 3 (H): 0.471, atom 4 (H): 0.489, atom 5 (Na): 0.917, atom 6 (H): 0.491, atom 7 (H): 0.488, atom 8 (O): -0.957, atom 9 (H): 0.484, atom 10 (H): 0.495, atom 11 (O): -0.963, atom 12 (H): 0.476, atom 13 (H): 0.502, atom 14 (H): 0.504, atom 15 (O): -0.982, atom 16 (O): -0.983, atom 17 (O): -0.932, atom 18 (O): -0.959, atom 19 (H): 0.486

(Q)
Formula: H12NaO6
Source: the OMol25 dataset
Level of theory: wB97M-V/def2-TZVPD

Properties
**Net charge**: +1
**HOMO**: -14.4227 eV
**Gap between HOMO and LUMO**: 10.922 eV

Positions of all 19 atoms, in Å:
O  1.908  0.061  0.167
O  -1.291  -0.347  -1.336
H  2.799  -0.270  0.280
O  0.386  1.858  -0.401
H  -0.823  -2.192  0.804
H  1.313  1.825  -0.636
O  0.784  -1.632  -0.528
O  -1.227  -1.450  0.353
Na  -0.157  -0.107  0.091
H  -1.703  0.509  -1.449
H  -1.271  -0.723  -2.216
O  -0.910  1.052  1.281
H  -2.061  -1.319  0.805
H  2.020  0.996  -0.005
H  0.256  2.744  -0.062
H  -1.587  1.711  1.126
H  1.592  -1.127  -0.442
H  -0.981  0.850  2.214
H  0.954  -2.441  -0.046

natural (NBO) analysis output, partial charges in e: atom 1 (O): -0.916, atom 2 (O): -0.947, atom 3 (H): 0.508, atom 4 (O): -0.909, atom 5 (H): 0.471, atom 6 (H): 0.439, atom 7 (O): -0.964, atom 8 (O): -0.936, atom 9 (Na): 0.877, atom 10 (H): 0.471, atom 11 (H): 0.502, atom 12 (O): -0.962, atom 13 (H): 0.480, atom 14 (H): 0.467, atom 15 (H): 0.499, atom 16 (H): 0.491, atom 17 (H): 0.467, atom 18 (H): 0.496, atom 19 (H): 0.466

Most stable: (P). Least stable: (Q).

(P)
Formula: C10H16S
Source: the OMol25 dataset
Level of theory: wB97M-V/def2-TZVPD

Properties
**HOMO (spin up / spin down)**: -6.9387 / -7.4416 eV
**Gap between HOMO and LUMO (spin up / spin down)**: 7.285 / 8.206 eV

Positions of all 27 atoms, in Å:
H  0.496  -2.850  -1.417
C  -0.629  -1.816  0.534
C  0.321  -0.855  1.292
C  2.124  -0.635  -0.489
H  -1.369  -0.343  2.633
C  -1.749  -0.976  -0.041
H  2.170  -0.512  -1.586
H  1.078  -1.307  1.973
H  -1.282  1.151  -2.097
H  -2.715  -1.392  0.250
H  -0.373  -0.280  -2.027
C  -1.349  0.393  0.557
H  2.950  0.043  -0.213
H  0.609  2.838  -0.672
C  0.909  -0.076  0.175
H  -0.346  0.920  2.490
C  -0.732  0.101  1.925
C  -0.073  0.852  -0.304
H  -2.022  1.217  0.592
C  -0.333  0.756  -1.835
H  0.553  1.263  -2.348
H  2.391  -1.618  -0.014
S  0.162  -3.260  -0.183
C  0.353  2.256  0.221
H  -1.972  -0.976  -1.110
H  -0.383  2.814  0.774
H  1.211  2.293  0.921

natural (NBO) analysis output, partial charges in e: atom 1 (H): 0.095, atom 2 (C): -0.126, atom 3 (C): -0.344, atom 4 (C): -0.714, atom 5 (H): 0.217, atom 6 (C): -0.503, atom 7 (H): 0.224, atom 8 (H): 0.225, atom 9 (H): 0.216, atom 10 (H): 0.236, atom 11 (H): 0.211, atom 12 (C): -0.175, atom 13 (H): 0.234, atom 14 (H): 0.213, atom 15 (C): 0.228, atom 16 (H): 0.210, atom 17 (C): -0.412, atom 18 (C): -0.136, atom 19 (H): 0.213, atom 20 (C): -0.604, atom 21 (H): 0.209, atom 22 (H): 0.253, atom 23 (S): -0.015, atom 24 (C): -0.606, atom 25 (H): 0.218, atom 26 (H): 0.215, atom 27 (H): 0.219

(Q)
Formula: C10H16S
Source: the OMol25 dataset
Level of theory: wB97M-V/def2-TZVPD

Properties
**HOMO**: -8.3184 eV
**Gap between HOMO and LUMO**: 9.202 eV
**SMILES**: Cc1ccccc1.CCSC

Positions of all 27 atoms, in Å:
H  2.016  0.881  -2.306
H  -3.923  -1.979  -1.508
H  -2.902  -0.954  -2.588
H  2.107  -1.407  -1.689
H  -1.446  -0.320  -0.915
C  -2.939  -1.610  -1.761
C  2.048  0.653  -1.245
C  2.279  -0.682  -0.904
H  0.603  2.906  -1.288
H  0.830  3.422  0.283
H  2.820  -0.317  2.411
C  -2.352  -0.823  -0.576
H  -1.961  -1.717  3.031
H  -2.234  -2.393  -2.018
H  2.671  -2.093  0.607
C  -2.279  -1.021  2.276
H  -1.684  -0.114  2.212
H  2.189  3.618  -0.853
C  1.380  2.981  -0.526
S  -2.127  -2.000  0.761
H  -3.320  -0.754  2.461
C  1.958  1.611  -0.245
H  2.177  2.042  1.800
C  2.243  1.242  1.074
H  -3.066  -0.033  -0.326
C  2.412  -1.053  0.428
C  2.499  -0.084  1.404

natural (NBO) analysis output, partial charges in e: atom 1 (H): 0.210, atom 2 (H): 0.214, atom 3 (H): 0.206, atom 4 (H): 0.211, atom 5 (H): 0.207, atom 6 (C): -0.605, atom 7 (C): -0.224, atom 8 (C): -0.200, atom 9 (H): 0.216, atom 10 (H): 0.217, atom 11 (H): 0.214, atom 12 (C): -0.534, atom 13 (H): 0.228, atom 14 (H): 0.206, atom 15 (H): 0.215, atom 16 (C): -0.734, atom 17 (H): 0.218, atom 18 (H): 0.220, atom 19 (C): -0.636, atom 20 (S): 0.181, atom 21 (H): 0.208, atom 22 (C): -0.002, atom 23 (H): 0.208, atom 24 (C): -0.222, atom 25 (H): 0.205, atom 26 (C): -0.225, atom 27 (C): -0.205

Most stable: (Q). Least stable: (P).